27
Properties=species:S:1:pos:R:3 method="wB97M-V/def2-TZVPD" e_above_lowest_kcal_mol=55.7 largest_force_ev_per_a=4.99 homo_ev=-11.4980 multiplicity=1 charge=+1 orbital_gap_ev=8.1
C 1.1797 -2.2213 -0.0768
C -0.5165 0.1048 0.0444
C 1.3493 -1.1878 0.8555
C -0.6907 -1.1204 -0.7203
C 0.3832 2.8284 0.3769
C -2.9692 -0.4902 -1.5731
C 2.2418 -1.4737 2.1401
N 0.1649 -2.0814 -0.9070
N 0.5496 -0.1183 0.7620
N -1.8709 -1.2365 -1.6050
N 1.3968 2.3150 0.9840
N -3.9260 -0.7718 -2.4417
N 0.3132 4.1322 0.0504
O 3.0495 -2.4645 1.8495
H 1.6957 -3.0880 -0.2327
H -0.4961 2.1757 0.1244
H -3.0546 0.2153 -0.8277
H 2.7499 -0.4858 2.5902
H 1.5283 -1.8781 2.9254
H -1.8833 -2.0017 -2.2751
H 2.2292 2.9112 1.2995
H 0.8147 0.7784 1.2987
H -4.7983 -0.3640 -2.5516
H -3.8033 -1.6146 -3.0954
H -0.5520 4.5299 -0.3682
H 1.1318 4.7817 0.0566
H 3.7834 -2.1744 1.3169

78
Properties=species:S:1:pos:R:3 method="wB97M-V/def2-TZVPD" e_above_lowest_kcal_mol=26.8 largest_force_ev_per_a=3.45 homo_ev="-8.1202 / -8.6154" s2=0.757 multiplicity=2 charge=0 orbital_gap_ev="8.2 / 6.5"
Cs -0.8181 0.1710 0.5847
N -1.3301 0.6745 6.1709
C -1.1760 1.2064 4.8926
S -0.1994 0.2029 3.7902
N -1.8080 2.2862 4.6462
N -1.7349 2.8964 3.4069
C -2.5559 2.5032 2.5235
C -2.6663 3.2525 1.2389
C -2.3113 4.5914 1.1411
C -2.4117 5.2035 -0.0948
C -2.8654 4.4678 -1.1802
C -3.2049 3.1402 -0.9818
N -3.1083 2.5333 0.2038
H -0.5458 0.1346 6.4971
H -1.6958 1.3377 6.8383
H -3.1956 1.6265 2.6411
H -1.9647 5.1155 2.0213
H -2.1422 6.2453 -0.2135
H -2.9576 4.9101 -2.1627
H -3.5625 2.5276 -1.8022
F 7.8911 -0.4986 -3.1674
C 6.6033 -0.2773 -2.8396
C 6.0499 0.9531 -3.1248
C 4.7204 1.1746 -2.7882
C 3.9599 0.1817 -2.1731
C 4.5665 -1.0436 -1.8908
C 5.8921 -1.2881 -2.2282
Sb 1.9223 0.4378 -1.6357
C 1.0650 -0.1849 -3.4811
C -0.2743 0.1146 -3.7378
C -0.9117 -0.3569 -4.8753
C -0.1863 -1.1377 -5.7512
F -0.7952 -1.6080 -6.8570
C 1.1355 -1.4620 -5.5383
C 1.7567 -0.9792 -4.3922
C 1.7091 2.5331 -1.9537
C 1.6646 3.3689 -0.8351
C 1.4423 4.7355 -0.9585
C 1.2588 5.2490 -2.2239
F 1.0268 6.5698 -2.3582
C 1.2928 4.4646 -3.3589
C 1.5151 3.1014 -3.2146
H 6.6521 1.7144 -3.6025
H 4.2812 2.1392 -3.0154
H 4.0088 -1.8345 -1.3997
H 6.3715 -2.2351 -2.0203
H -0.8533 0.7140 -3.0437
H -1.9542 -0.1467 -5.0733
H 1.6580 -2.0810 -6.2554
H 2.7980 -1.2290 -4.2240
H 1.7925 2.9605 0.1625
H 1.3996 5.3898 -0.0981
H 1.1381 4.9173 -4.3294
H 1.5215 2.4764 -4.0999
C -3.2353 -3.2553 4.4959
Te -2.2804 -1.5594 3.5848
C -0.8583 -3.0068 2.9469
C -1.0039 -4.1783 3.8941
C 0.0098 -5.1231 4.0196
C -0.1149 -6.1686 4.9205
C -1.2595 -6.2785 5.7020
C -2.2756 -5.3450 5.5738
C -2.1569 -4.2922 4.6704
H -3.9980 -3.5473 3.7699
H -3.7210 -2.9625 5.4234
H 0.1310 -2.5596 3.0277
H -1.0618 -3.2539 1.9040
H 0.9067 -5.0297 3.4184
H 0.6850 -6.8909 5.0230
H -1.3536 -7.0876 6.4151
H -3.1655 -5.4290 6.1864
F -2.5017 -1.6279 0.4409
Sb -2.1954 -2.3256 -1.3122
F -1.6270 -3.9156 -0.5132
F -0.4265 -1.6521 -1.0295
F -1.7895 -2.8984 -3.0371
F -2.6053 -0.5881 -1.9202
F -3.9669 -2.8845 -1.3835

22
Properties=species:S:1:pos:R:3 method="wB97M-V/def2-TZVPD" smiles="C1=C[C@@H]2CSC[C@H]2CCS1" e_above_lowest_kcal_mol=30.3 largest_force_ev_per_a=4.58 homo_ev=-8.2613 multiplicity=1 charge=0 orbital_gap_ev=9.0
C 0.1834 -2.4388 -0.5689
C 1.1126 -1.5738 -0.0591
C 0.9716 -0.0966 0.1130
C 2.0030 0.6931 0.7988
S 1.4274 2.3214 1.3965
C -0.4185 1.6942 1.3986
C -0.4594 0.4116 0.5393
C -1.5978 0.5880 -0.6288
C -1.3824 -0.4561 -1.7368
S -1.5205 -2.0729 -0.8887
H 0.5189 -3.4581 -0.4323
H 2.1444 -1.9355 0.0934
H 1.1198 0.2849 -0.8947
H 2.9518 0.6847 0.3196
H 2.2224 0.2196 1.7948
H -1.1616 2.4653 1.1768
H -0.6580 1.5011 2.4298
H -0.9031 -0.3279 1.1809
H -2.6252 0.5544 -0.2411
H -1.5129 1.5460 -1.0910
H -0.3414 -0.3852 -2.2205
H -2.0744 -0.2192 -2.4795

13
Properties=species:S:1:pos:R:3 method="wB97M-V/def2-TZVPD" smiles="N/C=[N+](/[O-])O.C#C" e_above_lowest_kcal_mol=172.9 largest_force_ev_per_a=4.41 homo_ev=-8.3148 multiplicity=1 charge=0 orbital_gap_ev=9.1
N -1.5795 -0.4947 -0.6679
C -1.0437 0.8237 -0.7068
N -1.1156 1.6184 0.3138
O -0.7570 2.7882 0.5316
O -1.9823 1.0787 1.3445
H -1.9730 -0.8429 -1.4753
H -2.0021 -0.6065 0.1946
H -0.4944 1.1745 -1.6269
H -1.6576 1.4350 2.1298
C 1.6832 -2.0602 0.9788
C 1.2678 -1.0211 1.4214
H 2.1163 -2.9270 0.5895
H 0.7496 -0.0431 1.5529

18
Properties=species:S:1:pos:R:3 method="wB97M-V/def2-TZVPD" smiles=CCSC.O.O e_above_lowest_kcal_mol=50.2 largest_force_ev_per_a=5.41 homo_ev=-7.9114 multiplicity=1 charge=0 orbital_gap_ev=8.5
C 1.4137 1.4510 -0.9179
C 0.5428 1.4531 0.4680
S -1.2424 1.5126 0.0154
C -2.0123 0.2775 1.0960
H 0.7882 1.2729 -1.7438
H 1.9375 0.5469 -0.7826
H 2.0257 2.3166 -0.7548
H 0.6368 2.4120 0.9807
H 0.9058 0.5946 1.0828
H -2.9169 0.0502 0.6244
H -1.3327 -0.5223 1.4359
H -2.3094 0.8977 1.9496
O 1.2001 -1.7447 -1.9346
H 1.1116 -0.9227 -2.2527
H 2.1268 -1.6846 -1.6530
O -1.2552 -2.3321 1.0176
H -0.2518 -2.5972 1.0526
H -1.3683 -2.9814 0.3164

16
Properties=species:S:1:pos:R:3 method="wB97M-V/def2-TZVPD" smiles="N#C[C@H](N)[C@H](N)C(=O)O" e_above_lowest_kcal_mol=58.4 largest_force_ev_per_a=6.24 homo_ev=-8.9395 multiplicity=1 charge=0 orbital_gap_ev=9.2
N 1.9179 -0.8414 -2.6125
C 1.0360 -0.5990 -1.8968
C -0.1940 -0.3301 -1.1735
N -0.7417 0.9185 -1.6522
C 0.4223 -0.2522 0.6189
N 0.0931 -1.3044 1.4461
C -0.2037 1.1105 1.0677
O -0.1440 2.1160 0.4336
O -0.7775 0.9251 2.2117
H -1.0044 -1.0221 -1.1619
H -1.2012 1.4941 -0.9076
H 0.0157 1.5138 -1.9335
H 1.5256 -0.0307 0.3254
H -0.8534 -1.6643 1.2659
H 0.8151 -1.9801 1.4917
H -0.7058 -0.0537 2.4769

13
Properties=species:S:1:pos:R:3 method="wB97M-V/def2-TZVPD" e_above_lowest_kcal_mol=26.1 largest_force_ev_per_a=1.00 homo_ev="-9.6400 / -9.6373" s2=0.754 multiplicity=2 charge=0 orbital_gap_ev="10.3 / 5.6"
C 0.3985 -0.5993 -1.9168
O 1.5273 -0.6240 -1.0487
C -0.4011 0.6793 -1.7751
H -0.1941 -1.5040 -1.7412
H 0.8285 -0.7095 -2.9095
H -1.3359 0.5987 -2.3275
H 0.1656 1.5066 -2.2044
H -0.5923 0.9044 -0.7274
O -1.4719 0.8499 2.0886
C -0.4419 0.0846 2.2202
O 0.2290 -0.4249 1.3630
H -0.1771 -0.0601 3.2926
H 1.1934 -0.3775 -0.1736

22
Properties=species:S:1:pos:R:3 method="wB97M-V/def2-TZVPD" smiles=CCSSCC.O.O e_above_lowest_kcal_mol=10.5 largest_force_ev_per_a=1.78 homo_ev=-8.6926 multiplicity=1 charge=0 orbital_gap_ev=9.2
C 0.8713 2.4155 0.9924
C -0.4404 2.5116 1.8081
S -0.8435 0.8894 2.5579
S -1.5031 -0.0707 0.7730
C -0.0149 -1.1546 0.3053
C 0.9395 -1.5331 1.4358
H 1.1854 3.3964 0.6439
H 1.6545 1.9318 1.5633
H 0.7078 1.6954 0.1863
H -0.2157 3.2376 2.5981
H -1.2591 2.9152 1.2217
H 0.4701 -0.7136 -0.5647
H -0.5023 -2.0830 0.0376
H 1.6751 -2.1961 0.9754
H 1.3661 -0.7438 2.0373
H 0.3289 -2.1436 2.1111
O 1.0689 2.5999 -2.6213
H 0.2273 2.5605 -2.1566
H 0.7047 2.6189 -3.4929
O -2.3933 -5.2706 -3.2133
H -2.4597 -6.0475 -3.8056
H -1.5675 -4.8155 -3.3926